Record 1
C26H56AlFN5O2PSSbSi | the ωB97M-V functional and the def2-TZVPD basis

Spin multiplicity = 1
Energy relative to the best compared isomer or geometry (same formula, charge and spin) = 0.709 eV
E_LUMO = -6.90 eV
Molar mass = 729.6 g/mol
Maximum force = 1.15 eV/Å
Charge = +3

Positions of all 95 atoms, in Å:
1 H -5.7772 0.9739 2.6871
2 O 0.2260 1.2682 -0.7659
3 H -0.2964 5.4088 -0.4045
4 H -4.9699 -1.5144 0.0404
5 H 4.3095 -3.8755 -0.7014
6 H 0.4027 -1.8842 -3.4167
7 H -3.6516 4.1519 3.4420
8 H -2.6720 3.0418 -1.7322
9 H -4.2865 2.5177 3.5188
10 H 0.7770 -1.0157 4.0357
11 H -4.1607 3.1256 -2.6495
12 H 0.1634 -3.3055 4.8261
13 H 2.2308 4.1587 -0.6415
14 H -0.6816 -0.6759 -2.7049
15 H -2.9116 4.4002 0.6367
16 O -0.3664 2.9977 -2.5306
17 N 0.3304 4.9942 -1.1044
18 C 0.3036 -1.7297 3.3827
19 H -5.9526 0.3724 -0.9575
20 H -6.0790 1.6750 -2.1282
21 C 4.4774 -1.8228 -0.8849
22 C 6.7476 -1.6962 -1.2347
23 H -6.0561 2.0582 -0.4115
24 H -4.1648 3.6745 -0.9851
25 C -3.6746 -0.8028 3.1590
26 H 0.4424 -4.7617 -0.4795
27 H -6.3466 -0.6866 2.7416
28 H -3.6951 0.0434 3.8430
29 Sb -3.1731 1.0302 0.7466
30 F 0.3800 -0.1222 1.5384
31 C 2.2078 1.9305 -2.6623
32 S 2.8301 -1.3826 -0.5836
33 H -3.8258 -0.5062 -1.9517
34 C -2.6972 2.7944 2.0770
35 N -0.7691 -1.7518 -0.1424
36 H 6.4390 -3.6829 -2.1362
37 H 2.7066 -0.4058 -1.6007
38 C -0.0499 -2.9998 3.8148
39 H -1.4664 -4.1983 0.9788
40 H -4.7122 3.5733 2.1613
41 H 5.4285 0.0137 -1.0490
42 C -4.4058 -0.4943 1.8650
43 H -1.4081 3.4633 0.4933
44 H 0.8631 5.7534 -1.5428
45 C -5.7994 0.0360 2.1365
46 H -4.9847 -2.5197 1.4809
47 C -3.9126 3.2808 2.8406
48 H 6.8464 -3.7414 -0.4113
49 C -4.4461 -1.7202 0.9725
50 H -1.9548 1.4793 3.6449
51 Si -0.9091 -2.8908 -1.5207
52 Al -0.7621 0.0746 0.0240
53 H 3.1103 2.2299 -2.1249
54 C 6.3135 -3.1751 -1.1760
55 H -0.2606 4.5010 -1.8626
56 P 0.7080 2.4300 -1.6912
57 H 0.9369 3.6729 0.4532
58 H -1.2695 3.0947 3.6616
59 C -2.1265 3.8968 1.1937
60 H -0.7381 1.9362 2.4291
61 C -0.5850 -2.2462 1.1430
62 H -3.0312 -4.1094 -0.8004
63 H 1.3512 0.1587 -3.2304
64 H -1.3014 -1.9180 -3.7850
65 H 0.5925 -4.7726 -2.2190
66 N 4.8959 -3.0711 -0.8596
67 C 1.1763 3.8994 -0.5880
68 H -1.6297 4.6382 1.8215
69 C -5.6445 1.3934 -1.1690
70 C -0.5845 -1.7241 -2.9964
71 C -3.7518 2.9291 -1.6600
72 C -0.6832 -3.8674 2.9353
73 H -0.9723 -4.8478 3.2820
74 H 2.1478 2.5236 -3.5833
75 H -6.3661 0.1770 1.2202
76 N 2.2610 0.4972 -2.9172
77 C -3.5180 0.5113 -2.1861
78 H -4.1700 -1.6340 3.6590
79 H 7.2648 -1.4400 -2.1604
80 H -2.5798 -4.4498 -2.4503
81 C -0.9580 -3.5052 1.6281
82 H -2.6394 -1.1025 2.9815
83 C -4.1371 1.5238 -1.2406
84 H 7.3892 -1.4187 -0.3928
85 C -1.6034 2.2888 3.0077
86 H -3.4388 -2.0732 0.7507
87 H 1.4829 -3.6004 -1.2689
88 H -3.8181 0.7281 -3.2101
89 H -2.4231 0.5660 -2.1347
90 C 0.0251 -1.4172 2.0778
91 C -2.6344 -3.6623 -1.7056
92 H 2.9328 0.2886 -3.6546
93 H -3.3678 -2.9454 -2.0630
94 C 0.5349 -4.1234 -1.3516
95 N 5.4701 -0.9864 -1.1562

***

Record 2
C4H7NO | the ωB97M-V functional and the def2-TZVPD basis

Spin multiplicity = 1
Energy relative to the best compared isomer or geometry (same formula, charge and spin) = 4.853 eV
E_LUMO = 1.02 eV
SMILES string = ON=C1CCC1
Molar mass = 85.1 g/mol
Maximum force = 3.62 eV/Å
Charge = 0

Positions of all 13 atoms, in Å:
1 H -0.8854 1.9458 -0.6032
2 H -0.1198 -1.9220 0.1961
3 H -0.0588 -0.4710 -1.3449
4 C 0.5646 0.2466 -0.1605
5 O 2.3764 -0.8803 0.0848
6 H -2.4040 -0.1379 -0.4411
7 C -0.6081 1.1710 0.1064
8 H -0.3656 1.5949 1.0790
9 H 3.3219 -0.7033 0.0633
10 N 1.8247 0.3805 -0.2429
11 C -1.5436 -0.0665 0.2295
12 C -0.3321 -0.9108 -0.2010
13 H -1.9272 -0.1955 1.2548

***

Record 3
C16H29N4O5S | the ωB97M-V functional and the def2-TZVPD basis

Spin multiplicity = 1
E_LUMO = -5.36 eV
Molar mass = 389.5 g/mol
Maximum force = 0.52 eV/Å
Charge = +1

Positions of all 55 atoms, in Å:
1 C 0.0027 -1.1621 -1.4248
2 C 1.4895 0.3019 -1.6648
3 N 1.0936 -1.7026 -1.0184
4 H -6.8076 2.3710 -1.0436
5 C -5.4297 0.7454 -1.5144
6 N -6.9108 1.7734 -3.0173
7 C 6.7424 2.6373 -1.4657
8 H -7.6289 2.4581 -3.2293
9 H 4.2800 0.6080 0.2769
10 C 5.1350 4.3256 -1.0101
11 H -2.8734 -0.0566 -0.7909
12 H -0.7597 -3.7977 1.7711
13 C -0.9747 -4.3620 3.8338
14 C -6.4145 1.6892 -1.7880
15 C -5.6195 0.1322 -3.8146
16 H 5.2441 5.4035 -0.8580
17 H 1.9316 1.2601 -1.8924
18 C -2.6617 -0.5511 -1.7395
19 C -3.9273 -1.1132 -2.4072
20 H -0.1806 -1.3954 1.3241
21 H -0.0449 -2.3666 5.1521
22 H 7.5177 2.0848 -0.9384
23 N 2.0779 -0.7267 -1.1881
24 H 7.1520 3.0010 -2.4139
25 H 5.9052 1.9661 -1.6707
26 H 3.0723 4.3837 -0.4705
27 H 4.9290 4.1547 -2.0725
28 H -4.3198 -1.9686 -1.8500
29 H 5.2972 1.9279 0.8958
30 H -2.1891 0.1761 -2.4004
31 H 0.7561 -2.1444 2.6361
32 H -5.3323 -0.4734 -4.6676
33 S -1.5444 -1.9486 -1.4977
34 H 0.3438 -3.7432 6.2148
35 H -1.6289 -4.1386 4.6832
36 H -0.0262 -0.5717 2.8919
37 H 3.6676 1.6643 1.5671
38 C 3.9732 3.8389 -0.1704
39 O 0.3807 -4.1625 4.1832
40 C 4.2757 1.6280 0.6570
41 C -0.1244 -1.5424 2.4067
42 O -1.3180 -2.1414 2.8834
43 H 1.6219 -2.9708 5.2555
44 H -5.0324 0.6606 -0.5117
45 H -3.6454 -1.4563 -3.4049
46 O 3.7146 2.4553 -0.3523
47 H 4.1602 4.0542 0.8861
48 C -4.9955 -0.0660 -2.5551
49 C -1.3839 -3.5369 2.6324
50 H -1.0967 -5.4204 3.5845
51 O 6.3569 3.7201 -0.6377
52 O 0.1539 0.1106 -1.8532
53 C 0.5729 -3.2611 5.2589
54 H -2.4230 -3.7757 2.3833
55 N -6.5541 1.0241 -4.0441

***

Record 4
C20H18FN5O2S2 | the ωB97M-V functional and the def2-TZVPD basis

Spin multiplicity = 1
Energy relative to the best compared isomer or geometry (same formula, charge and spin) = 16.284 eV
E_LUMO = -0.93 eV
SMILES string = Cc1cc(S(=O)(=O)N(Cc2cccs2)Cc2ccccc2F)ccc1-n1cnnn1
Molar mass = 443.5 g/mol
Maximum force = 14.37 eV/Å
Charge = 0

Positions of all 48 atoms, in Å:
1 C 3.8948 -2.1747 0.0412
2 H -4.8608 1.4614 -1.7084
3 H -0.2115 3.7562 -1.3962
4 C -3.9384 -1.2415 2.3022
5 H 2.3600 -0.2125 1.2683
6 H -3.3108 0.0301 -2.2238
7 O 0.9218 -2.8054 1.1314
8 C -2.9632 -0.5672 -1.3108
9 H 3.3279 -2.9028 -0.0874
10 O 0.7435 -2.9901 -1.2886
11 C -1.0519 -1.5523 -0.2336
12 H 2.6330 0.2978 -1.7617
13 H -0.4070 1.5231 -0.6575
14 C -1.7104 -1.5175 0.9111
15 N -6.1361 -0.4416 0.3278
16 C 0.5161 2.1703 -0.5058
17 H 0.5432 -0.1132 1.3641
18 C 1.4350 1.6031 0.1941
19 C 2.4579 2.5202 0.6110
20 H -1.5335 -2.0017 1.7399
21 H -4.6581 -2.1131 2.1193
22 H 1.3358 5.4909 -0.6172
23 C 3.7137 -1.0931 -0.8320
24 H 5.7009 -3.3624 0.9786
25 C 1.5028 0.2812 0.6408
26 N 1.4614 -0.5440 -0.5589
27 F 3.3928 2.0866 1.8814
28 C -5.5175 1.0344 -1.0578
29 C -3.7691 -0.6851 -0.0371
30 S 0.5158 -2.1408 -0.0924
31 H 3.1944 4.5395 0.8278
32 C 2.4806 4.0529 0.4636
33 C 1.4216 4.2572 -0.4182
34 N -6.7004 1.0808 -0.7263
35 S 5.1141 0.1549 -0.8761
36 N -7.1023 0.3532 0.1537
37 C 5.3019 -2.2108 0.5054
38 C 5.9530 -1.1360 0.4187
39 C 2.4615 -0.6172 -1.2861
40 H -4.3028 -0.3557 2.4534
41 H 7.0990 -0.9320 0.5454
42 H 2.1422 -1.4068 -2.0816
43 C 0.4550 3.3353 -0.9179
44 H -3.2819 -1.6661 3.0905
45 H -1.0086 -0.9428 -2.3767
46 C -3.0233 -1.1424 0.9671
47 C -1.5885 -1.1394 -1.5177
48 N -5.0038 -0.0208 -0.3673